Molecular formula: C25H36IN11O4S
Method: DFT, wB97M-V/def2-TZVPD

```
! wB97M-V def2-TZVPD RIJCOSX def2/J DEFGRID3
* xyz 0 1
O -1.04 1.07 -2.03
C 0.11 0.33 -2.07
I 1.86 0.88 -3.31
C 0.19 -1.02 -1.12
O -0.59 -0.84 0.13
C 0.38 -0.52 1.23
O 1.20 -1.51 1.69
O 0.39 0.83 1.81
S 1.28 1.94 0.87
H 1.34 -1.23 -0.91
H -0.24 -1.98 -1.66
H 0.46 2.60 -0.07
C 0.48 -5.23 -1.41
C 1.39 -4.08 -1.53
N 2.11 -3.17 -1.62
H 0.65 -5.80 -0.49
H -0.57 -4.92 -1.40
H 0.59 -5.93 -2.24
C 1.86 5.30 -4.62
C 2.18 5.07 -3.20
N 2.44 4.89 -2.08
H 2.54 6.02 -5.08
H 1.92 4.37 -5.20
H 0.84 5.69 -4.75
C 4.50 1.96 -6.11
C 4.02 3.29 -6.54
N 3.64 4.33 -6.88
H 4.12 1.17 -6.76
H 5.59 1.90 -6.13
H 4.18 1.73 -5.09
C -0.88 -3.25 3.29
C -1.80 -4.20 2.65
N -2.53 -4.95 2.14
H -1.13 -2.21 3.05
H -0.89 -3.35 4.38
H 0.16 -3.41 2.97
C 1.16 -2.42 6.96
C 0.26 -3.58 6.83
N -0.45 -4.50 6.73
H 2.16 -2.64 6.59
H 0.79 -1.56 6.39
H 1.26 -2.10 8.00
C -1.20 5.24 -7.78
C -0.88 6.50 -7.08
N -0.62 7.49 -6.53
H -0.29 4.73 -8.13
H -1.73 4.54 -7.13
H -1.83 5.41 -8.66
C 2.43 1.46 4.98
C 1.83 0.87 6.19
N 1.35 0.40 7.14
H 1.84 2.29 4.60
H 3.44 1.83 5.18
H 2.51 0.72 4.17
C -1.11 1.06 -6.21
C -0.19 2.21 -6.32
N 0.53 3.12 -6.42
H -0.93 0.50 -5.28
H -2.16 1.38 -6.19
H -0.99 0.37 -7.04
C -3.03 -2.18 -4.72
C -1.70 -1.89 -5.26
N -0.64 -1.66 -5.70
H -3.23 -1.60 -3.80
H -3.83 -1.93 -5.43
H -3.14 -3.24 -4.46
C -2.89 -3.53 8.52
C -3.38 -3.72 9.89
N -3.76 -3.87 10.98
H -2.00 -4.15 8.32
H -3.64 -3.81 7.78
H -2.61 -2.49 8.33
C -2.06 1.21 7.15
C -2.95 0.05 7.03
N -3.66 -0.87 6.93
H -1.05 0.98 6.78
H -2.42 2.07 6.58
H -1.95 1.53 8.19
*
```

## Properties
HOMO-LUMO gap: 9.304 eV
HOMO energy: -10.52 eV
Strongest force on any atom: 9.64 eV/A
Molar mass: 713.61 g mol⁻¹
SMILES string: O=C(I)COC(=O)OS.CC#N.CC#N.CC#N.CC#N.CC#N.CC#N.CC#N.CC#N.CC#N.CC#N.CC#N
Electronic energy: -2573.06817 hartree